(1)
ORCA calculation (ωB97M-V/def2-TZVPD) on C38H32AuClNO4P2Te2 as an isolated structure.

Each line ends with the Mulliken charge.
Element x y z (Å)
1 Au 0.45594 2.07972 0.59644  -0.0950
2 Te 1.41170 -2.81211 -0.80858  0.3848
3 C 1.05514 -3.57145 -2.75402  0.1309
4 C 1.91891 -3.28167 -3.80099  -0.1569
5 C 1.64325 -3.81086 -5.05501  -0.5506
6 N 0.59550 -4.58896 -5.31091  -0.5907
7 C -0.21248 -4.87862 -4.29572  -0.4858
8 C -0.02804 -4.40135 -3.00468  -0.2187
9 C 0.40028 -0.97493 -0.92043  -0.6636
10 P -1.10885 -1.19896 -0.20345  1.4454
11 C -2.15975 -2.48092 -0.87301  0.8109
12 C -2.41307 -3.66362 -0.18203  -0.6094
13 C -3.22041 -4.63632 -0.75289  -0.8001
14 C -3.77666 -4.42911 -2.00730  -0.5799
15 C -3.51208 -3.25726 -2.70511  -0.9027
16 C -2.69718 -2.28976 -2.14557  -0.2906
17 C -1.15365 -1.27229 1.59269  0.3763
18 C 0.05159 -1.08917 2.27174  -0.3539
19 C 0.08962 -1.14966 3.65668  -0.8734
20 C -1.07803 -1.39073 4.36755  -0.5917
21 C -2.28337 -1.56359 3.69858  -0.8153
22 C -2.32475 -1.50857 2.31502  -0.3397
23 P 1.19323 0.60265 -1.04862  0.8744
24 C 0.77769 1.42268 -2.61289  0.4314
25 C 1.41545 2.63234 -2.89630  -0.6175
26 C 1.11744 3.31643 -4.06092  -0.6644
27 C 0.17695 2.80241 -4.94875  -0.5312
28 C -0.45715 1.60357 -4.66869  -0.7256
29 C -0.15517 0.91351 -3.50021  0.0899
30 C 2.96201 0.28607 -1.17924  0.0476
31 C 3.49449 -0.13613 -2.39633  -0.2064
32 C 4.84703 -0.41621 -2.49525  -0.7852
33 C 5.67048 -0.27498 -1.38434  -0.5230
34 C 5.14444 0.15262 -0.17494  -0.7105
35 C 3.78976 0.43954 -0.07342  -0.4115
36 H 2.79541 -2.66522 -3.65209  0.4554
37 H 2.29858 -3.59867 -5.89266  0.3765
38 H -1.05340 -5.52569 -4.52165  0.4007
39 H -0.71789 -4.68323 -2.22006  0.5037
40 H -1.96497 -3.84327 0.78568  0.4795
41 H -3.41168 -5.55624 -0.21686  0.4324
42 H -4.41290 -5.18635 -2.44637  0.4381
43 H -3.93646 -3.09926 -3.68744  0.4781
44 H -2.48352 -1.38558 -2.69908  0.2643
45 H 0.96151 -0.91340 1.71077  0.2321
46 H 1.02930 -1.02023 4.17746  0.4696
47 H -1.04919 -1.45024 5.44799  0.4460
48 H -3.19231 -1.74958 4.25504  0.4623
49 H -3.26979 -1.64260 1.80452  0.4571
50 H 2.15055 3.03586 -2.20766  0.4168
51 H 1.61746 4.25076 -4.27960  0.4299
52 H -0.05529 3.33810 -5.85966  0.4045
53 H -1.18455 1.19761 -5.35944  0.4670
54 H -0.63575 -0.03095 -3.28447  0.2502
55 H 2.85245 -0.23458 -3.26397  0.7287
56 H 5.26381 -0.73734 -3.44134  0.4480
57 H 6.72776 -0.48982 -1.46723  0.4066
58 H 5.78814 0.27132 0.68645  0.4233
59 H 3.37453 0.78278 0.86775  0.3102
60 O -1.85817 0.25883 -0.62314  -0.1543
61 Cl -3.29395 0.88508 -0.18903  1.7701
62 O -3.22503 1.07241 1.21352  -0.4859
63 O -4.25719 -0.06148 -0.58135  -0.5598
64 O -3.28144 2.07848 -0.92681  -0.5630
65 C -1.26130 2.54136 3.83793  -0.2740
66 Te -1.19994 3.57331 1.96914  0.0778
67 C 0.05347 4.99826 2.95867  -1.0156
68 C 0.04642 4.61367 4.41882  0.5615
69 C 0.67327 5.43167 5.35705  -0.7066
70 C 0.67615 5.08750 6.69656  -0.5608
71 C 0.04809 3.91967 7.11389  -0.6059
72 C -0.57768 3.10498 6.18789  -0.7088
73 C -0.58162 3.44481 4.83632  0.4295
74 H -0.75484 1.58515 3.72704  -0.0276
75 H -2.30496 2.35632 4.08573  0.5394
76 H -0.36159 5.99009 2.79189  0.4370
77 H 1.05088 4.95739 2.52759  0.4494
78 H 1.15786 6.34434 5.03188  0.4500
79 H 1.16207 5.73096 7.41757  0.4010
80 H 0.04170 3.65067 8.16165  0.4110
81 H -1.07424 2.19803 6.51204  0.4564

Forces on the atoms, in the same order (eV/Å):
Au -0.192 -0.073 -0.126
Te -0.048 0.026 -0.022
C 0.017 0.033 -0.007
C -0.012 0.016 -0.007
C -0.005 0.017 -0.013
N 0.001 -0.006 0.015
C -0.008 0.011 -0.022
C -0.007 -0.002 0.020
C -0.040 -0.148 -0.009
P 0.224 0.186 0.048
C 0.015 0.060 -0.023
C -0.005 -0.038 0.041
C 0.037 0.023 0.029
C 0.010 0.030 -0.024
C 0.002 -0.050 -0.024
C 0.005 0.021 -0.006
C 0.022 -0.026 0.012
C -0.013 -0.004 0.015
C -0.024 0.015 -0.008
C 0.008 0.014 0.001
C -0.028 0.000 -0.022
C 0.018 -0.028 -0.013
P -0.096 -0.077 0.165
C 0.101 0.005 -0.027
C -0.049 0.008 -0.012
C -0.006 -0.005 -0.016
C 0.020 0.009 0.006
C 0.000 -0.018 0.012
C -0.037 -0.054 -0.062
C 0.006 0.096 -0.013
C 0.046 0.015 0.034
C 0.010 0.001 -0.014
C -0.001 -0.007 -0.022
C -0.030 0.000 0.019
C 0.004 -0.078 0.017
H 0.005 0.004 -0.003
H -0.001 -0.002 0.001
H 0.003 -0.002 0.001
H -0.019 0.016 0.007
H 0.002 0.047 0.053
H -0.002 0.006 -0.002
H 0.000 0.005 0.000
H 0.003 -0.008 0.004
H -0.007 0.069 -0.002
H 0.009 -0.006 -0.017
H -0.002 -0.003 -0.004
H -0.001 0.000 -0.003
H 0.005 0.000 -0.002
H -0.009 -0.044 -0.030
H -0.005 -0.009 0.007
H -0.004 -0.003 -0.007
H -0.002 0.004 0.007
H 0.003 0.009 -0.004
H -0.006 -0.076 0.022
H -0.001 0.018 0.002
H 0.000 -0.002 0.012
H -0.004 -0.002 0.003
H 0.000 0.003 -0.003
H 0.001 0.017 -0.001
O -0.034 -0.069 -0.093
Cl 0.011 0.098 0.123
O 0.086 0.040 -0.082
O -0.018 -0.055 -0.012
O -0.057 -0.053 0.012
C -0.038 -0.030 -0.025
Te 0.136 0.107 0.085
C 0.012 -0.040 0.011
C -0.008 -0.003 -0.003
C 0.006 -0.003 0.002
C -0.002 -0.001 -0.004
C -0.004 -0.002 -0.003
C 0.007 0.003 0.005
C 0.008 -0.005 -0.009
H -0.008 -0.026 -0.002
H -0.002 0.013 0.005
H -0.008 0.000 0.009
H 0.003 0.018 -0.003
H -0.003 -0.002 0.001
H -0.001 -0.002 -0.002
H 0.002 -0.001 -0.004
H -0.001 0.003 0.000

The calculation puts the energy above the lowest of the compared OMol25 structures with the same formula, charge and spin at 0.000 eV. The calculation puts the highest occupied orbital energy at -10.5640 eV. As for the charge: +1. Its HOMO-LUMO gap is 0.2888 hartree.

---

(2)
ORCA calculation (ωB97M-V/def2-TZVPD) on C24H29BHgN8O5S2 as an isolated structure.

Each line ends with the Mulliken charge.
Element x y z (Å)
1 Hg -0.10641 0.66487 0.17821  1.8607
2 C 4.64463 1.16941 0.83938  -1.0322
3 C 3.12456 1.25953 0.54122  -0.3534
4 N 2.59500 0.13481 -0.22772  0.4433
5 C 2.69768 0.25641 -1.70048  -0.2722
6 C 4.03240 0.35926 -2.34584  -1.0351
7 N 5.20170 0.02717 0.14391  -0.2011
8 C 4.58632 -1.21946 0.55620  -1.1175
9 C 3.05084 -1.12801 0.34535  -0.1131
10 H 4.78202 1.09116 1.92982  0.3153
11 H 5.16204 2.07042 0.50653  0.4283
12 H 2.88295 2.17943 0.00429  0.2433
13 H 2.58316 1.28284 1.48802  0.2292
14 H 2.10122 1.13864 -1.95438  0.2551
15 H 2.16340 -0.61914 -2.08232  0.1996
16 H 4.52758 1.31509 -2.44913  0.3336
17 H 4.55308 -0.51866 -2.70157  0.3218
18 H 6.20906 -0.00266 0.18016  0.2591
19 H 4.78002 -1.43998 1.61822  0.3477
20 H 5.01505 -2.03198 -0.03261  0.4327
21 H 2.55729 -1.22380 1.31651  0.1301
22 H 2.68935 -1.93708 -0.28342  -0.0010
23 O 0.43693 3.31483 -1.72785  -0.4398
24 B -0.03584 2.68331 -0.57557  -0.0513
25 O -0.43042 3.65665 0.35782  -0.3682
26 C -0.18919 4.87029 -0.23152  0.6647
27 C -0.39461 6.13315 0.27406  -1.0492
28 C -0.04295 7.20213 -0.55065  -0.4482
29 C 0.48655 6.99413 -1.81991  -0.5068
30 C 0.68797 5.70727 -2.31985  -0.9293
31 C 0.33880 4.66433 -1.49439  0.7789
32 H -0.81013 6.27733 1.26191  0.4710
33 H -0.18501 8.21396 -0.19388  0.3700
34 H 0.74747 7.84706 -2.43290  0.3659
35 H 1.09471 5.53270 -3.30666  0.4675
36 C -3.53337 -2.84096 -2.07251  -1.1553
37 N -2.17310 -3.27019 -1.74196  -0.1839
38 C -1.01481 -2.71089 -2.11725  0.5519
39 S 0.39867 -2.95669 -1.20593  -0.4447
40 N -0.94123 -1.97412 -3.24268  -0.1031
41 C -1.91694 -1.77895 -4.29944  -1.0716
42 H -4.19668 -3.20721 -1.29360  0.3807
43 H -3.87165 -3.24826 -3.02438  0.3092
44 H -3.60956 -1.75519 -2.07243  0.3679
45 H -2.07733 -3.78808 -0.88250  0.3141
46 H -0.03549 -1.55507 -3.36091  0.2079
47 H -2.39545 -2.71861 -4.56788  0.3313
48 H -1.38029 -1.41911 -5.17508  0.3843
49 H -2.68342 -1.04869 -4.04258  0.2916
50 O -5.77409 -2.88140 0.46814  -0.6829
51 S -5.22972 -1.81150 1.27714  1.1646
52 O -6.14749 -1.10044 2.12285  -0.7023
53 N -4.34901 -0.81014 0.36088  -0.5041
54 C -3.05070 -0.96076 0.57045  -0.1326
55 O -2.18537 -0.34090 -0.10088  -0.4625
56 C -2.71704 -1.96457 1.64578  0.9535
57 C -1.48275 -2.41969 2.07203  0.0831
58 C -1.44490 -3.36298 3.09341  -1.2635
59 C -2.61544 -3.83361 3.67753  -0.3437
60 C -3.85742 -3.40373 3.22469  -0.6464
61 C -3.87301 -2.47957 2.20296  -0.2268
62 H -0.57051 -2.06976 1.61346  0.6383
63 H -0.48852 -3.72547 3.44779  0.3806
64 H -2.55882 -4.53177 4.50232  0.3756
65 H -4.77637 -3.77419 3.65916  0.4256
66 N 0.50329 0.33546 2.34061  -0.8777
67 C 0.24549 0.02107 3.44326  0.4636
68 N 0.17860 -0.20905 4.68241  -0.7388
69 C -0.63321 -0.88097 5.45340  0.5112
70 N -1.27956 -1.44944 6.23084  -0.5944

Forces on the atoms, in the same order (eV/Å):
Hg 0.010 0.496 -0.070
C -0.024 -0.066 0.031
C -0.033 0.005 -0.068
N 0.231 -0.030 0.089
C -0.213 -0.077 0.035
C -0.007 0.018 -0.089
N -0.016 0.022 -0.176
C -0.015 0.050 0.038
C -0.019 0.060 0.114
H 0.029 0.027 0.004
H -0.010 0.012 -0.015
H 0.041 -0.001 -0.026
H -0.043 0.035 0.005
H 0.018 0.012 -0.035
H 0.019 0.017 -0.028
H 0.018 -0.027 0.049
H 0.015 0.010 0.065
H 0.006 -0.011 0.119
H 0.026 -0.034 -0.009
H -0.014 0.000 -0.029
H -0.037 -0.013 -0.030
H 0.027 -0.027 -0.042
O 0.030 -0.186 -0.062
B -0.038 0.044 0.284
O 0.038 0.093 -0.206
C -0.010 -0.075 0.051
C -0.010 0.035 -0.006
C -0.005 -0.029 0.020
C -0.002 -0.014 0.004
C -0.003 0.043 -0.028
C -0.002 -0.013 -0.036
H 0.009 0.012 -0.007
H -0.004 -0.005 -0.004
H -0.002 -0.006 0.001
H 0.006 -0.007 0.011
C 0.030 -0.002 -0.011
N -0.050 -0.047 0.082
C 0.016 0.001 -0.064
S -0.111 0.095 -0.035
N 0.001 0.131 0.150
C 0.026 -0.044 -0.017
H -0.016 0.029 0.029
H 0.011 0.007 -0.010
H -0.013 -0.008 0.018
H 0.026 0.025 -0.013
H 0.002 -0.006 -0.032
H 0.014 -0.015 -0.001
H 0.000 0.007 -0.002
H 0.003 0.002 0.017
O -0.087 -0.018 0.006
S 0.129 0.013 -0.017
O -0.047 0.017 0.024
N 0.018 -0.020 0.001
C -0.168 0.107 -0.178
O 0.177 -0.317 0.158
C -0.010 -0.001 -0.017
C 0.044 -0.072 0.004
C 0.006 0.030 -0.002
C -0.009 0.028 0.035
C -0.006 -0.017 0.004
C 0.041 0.012 -0.037
H 0.037 0.039 -0.036
H -0.007 0.019 0.023
H 0.016 -0.014 -0.016
H 0.001 -0.005 -0.009
N -0.321 -0.442 -0.014
C 0.088 0.019 -0.111
N 0.305 0.189 0.337
C -0.176 -0.108 -0.185
N 0.014 -0.008 -0.038

The calculation puts the energy above the lowest of the compared OMol25 structures with the same formula, charge and spin at 0.718 eV. The calculation puts the highest occupied orbital energy (spin up / spin down) at -5.5493 / -6.0207 eV. As for the charge: -1. As for the spin multiplicity: 2. Its HOMO-LUMO gap (spin up / spin down) is 0.2866 / 0.3015 hartree.

---

(3)
ORCA calculation (ωB97M-V/def2-TZVPD) on C3H3O3P as an isolated structure at a distorted geometry.

Each line ends with the Mulliken charge.
Element x y z (Å)
1 C 1.02553 1.14871 0.55266  -0.3401
2 C -0.03399 0.37857 0.20975  0.4132
3 C 1.89471 0.09730 -0.09793  0.6076
4 O 3.01342 -0.14100 -0.45400  -0.5104
5 O 0.79915 -0.81188 -0.37045  -0.3261
6 O -1.73895 -1.46895 -0.16798  -0.4364
7 P -1.75703 0.10330 0.16786  -0.0680
8 H 1.16070 2.20906 0.94238  0.2932
9 H -2.25833 -1.93494 0.41792  0.3177
10 H -2.10522 0.41983 -1.20022  0.0494

Forces on the atoms, in the same order (eV/Å):
C -0.717 0.450 -0.334
C 3.348 -1.257 -1.057
C 0.926 -1.672 -0.995
O -1.472 0.950 0.873
O -0.168 3.503 1.490
O 1.460 0.297 -1.653
P -2.292 0.761 -0.369
H -0.153 -1.881 -0.589
H -1.654 -1.788 2.024
H 0.721 0.636 0.609

The calculation puts the energy above the lowest of the compared OMol25 structures with the same formula, charge and spin at 2.659 eV. The calculation puts the highest occupied orbital energy at -9.7173 eV. Its HOMO-LUMO gap is 0.3377 hartree.

---

(4)
ORCA calculation (ωB97M-V/def2-TZVPD) on a single C7H17N2O2P molecule at a distorted geometry.

Each line ends with the Mulliken charge.
Element x y z (Å)
1 C 3.28666 -1.99565 -0.11014  -1.1890
2 C 2.21273 -1.41305 0.83587  0.1784
3 O 0.92380 -1.89040 0.32751  -0.2240
4 N -0.13420 -1.09893 0.68274  -0.1265
5 N -0.71406 0.13215 -0.44644  -0.1910
6 C -0.73759 1.44015 0.11233  1.5815
7 C -0.95642 1.42100 1.64535  -1.2639
8 C 0.57905 2.11266 -0.23672  -2.0364
9 C -1.82565 2.31334 -0.52612  -1.5560
10 P -1.64513 -1.21903 -0.11962  0.6373
11 C -1.53277 -2.23243 -1.66864  -0.9247
12 O -2.84764 -1.24509 0.74355  -0.6910
13 H 4.16481 -1.95332 0.42130  0.4051
14 H 2.99567 -2.99903 -0.37371  0.3118
15 H 3.27901 -1.35437 -1.00950  0.2796
16 H 2.11107 -0.25448 0.88309  -0.0408
17 H 2.20458 -1.58079 1.88820  0.3571
18 H -1.95642 1.29633 2.07475  0.2971
19 H -0.15451 0.91385 2.28416  0.2720
20 H -0.75651 2.53705 1.71177  0.4104
21 H 1.22872 1.63247 0.48976  0.3792
22 H 0.45530 3.10900 -0.24930  0.5289
23 H 0.94962 1.80868 -1.15071  0.5190
24 H -1.62576 2.60092 -1.59336  0.3471
25 H -2.67123 1.60160 -0.52829  0.4167
26 H -2.05650 3.28254 0.02278  0.3363
27 H -0.66439 -2.79908 -1.89424  0.3167
28 H -2.41997 -2.81283 -1.86439  0.3607
29 H -1.69228 -1.35327 -2.35200  0.3085

Forces on the atoms, in the same order (eV/Å):
C -3.074 1.468 -0.116
C -1.689 2.426 -0.894
O -0.145 0.343 -0.978
N -0.372 0.543 0.117
N -0.093 -2.910 -0.789
C -0.200 0.554 0.678
C 1.661 2.819 0.667
C -0.009 -3.835 2.219
C -1.251 -0.425 -0.673
P 0.954 0.071 0.503
C -1.909 2.423 0.074
O 0.565 -0.194 -1.059
H 2.412 -0.089 0.750
H 0.120 -0.388 -0.025
H 0.325 -0.477 0.361
H 0.619 -1.714 -0.841
H 0.608 -1.172 0.819
H 0.153 -0.511 -0.605
H -1.222 0.488 -1.234
H -0.224 -0.951 1.158
H 0.874 1.006 0.271
H 0.150 3.612 0.634
H 0.375 -0.724 -2.211
H 0.091 -0.464 0.926
H -0.449 1.011 -0.086
H 0.343 -1.482 -0.378
H 0.981 -0.060 0.157
H -0.313 -0.448 0.510
H 0.719 -0.920 0.045

The calculation puts the energy above the lowest of the compared OMol25 structures with the same formula, charge and spin at 5.158 eV. The calculation puts the highest occupied orbital energy at -9.2113 eV. Its HOMO-LUMO gap is 0.3678 hartree.